No. 1
BrH2OPS | wB97M-V/def2-TZVPD

CARTESIAN COORDINATES (ANGSTROEM)
O -0.58882 1.31355 -0.21203
P 0.01646 0.16356 0.74434
S -1.21285 -1.44973 0.10769
Br 2.02370 -0.03463 -0.14179
H -0.16622 2.12699 -0.56801
H -0.07227 -2.11974 0.06980

Calculated values
* total charge: 0
* HOMO level: -0.32670 Eh
* electronic energy: -92247.39083 eV
* E_LUMO: 0.29 eV
* energy above the lowest of the compared OMol25 structures with the same formula, charge and spin: 0.121 eV
* SMILES string: OP(S)Br

No. 2
BrH3N2 | wB97M-V/def2-TZVPD

CARTESIAN COORDINATES (ANGSTROEM)
N -0.72038 0.22297 -0.50140
N 0.55317 0.24814 -0.31423
Br 1.34411 -1.26267 0.84666
H -0.92578 -0.73749 -0.93355
H -1.24096 0.25047 0.41946
H 0.98984 1.27859 0.48307

Calculated values
* total charge: 0
* HOMO level: -0.33763 Eh
* electronic energy: -73067.89242 eV
* E_LUMO: -0.22 eV
* energy above the lowest of the compared OMol25 structures with the same formula, charge and spin: 1.609 eV

No. 3
BrH3NOP | wB97M-V/def2-TZVPD

CARTESIAN COORDINATES (ANGSTROEM)
N 1.20564 0.08279 0.37673
O -1.79414 0.47608 -0.52092
P 0.16306 1.42716 0.67758
Br -0.46312 0.68867 2.68363
H 0.44102 -0.67741 0.34498
H 1.89099 0.04438 -0.37690
H -2.40647 1.29848 -0.57846

Calculated values
* total charge: 0
* HOMO level (alpha / beta): -0.35566 / -0.35551 Eh
* electronic energy: -82916.03107 eV
* E_LUMO (alpha / beta): -1.08 / -1.08 eV
* energy above the lowest of the compared OMol25 structures with the same formula, charge and spin: 2.849 eV